Entry 1:
Entry from the Open Molecules 2025 dataset: a 2-piece molecular cluster, C4H13NSi overall at a distorted geometry (ωB97M-V/def2-TZVPD).

XYZ file:
```
19
Properties=species:S:1:pos:R:3:forces:R:3
C 1.38283 -0.86504 0.97302 -3.45 -2.47 -1.97
C 1.95510 0.89368 -0.84120 1.99 -3.96 0.68
C -0.68624 -0.40248 -1.01591 3.57 1.10 -0.01
C 0.91189 0.30635 0.13377 -2.01 0.23 -0.96
N -2.33221 0.97719 0.74627 0.85 1.11 -1.19
Si -2.13730 -0.60730 0.15871 0.73 0.73 -1.94
H 1.53931 -1.72786 0.21614 0.73 1.21 1.46
H 0.38306 -1.24967 1.44801 2.13 0.72 -0.07
H 2.15089 -0.66247 1.69549 0.43 -0.08 0.15
H 2.66661 1.52690 -0.36275 0.42 0.65 0.77
H 1.69962 1.36602 -1.72589 -1.40 1.07 -1.51
H 2.67026 0.00983 -1.25476 -1.70 1.62 1.02
H -0.60738 0.35024 -1.85025 -0.89 -0.12 1.15
H -0.25172 -1.25357 -1.60404 -0.29 0.12 1.21
H 0.50913 1.05441 0.90058 0.18 -0.58 -1.59
H -1.68396 1.68721 0.29788 -1.95 -0.90 1.06
H -3.20583 1.20654 1.17542 0.04 1.02 0.05
H -3.27278 -1.40372 -0.40884 0.03 0.41 0.05
H -1.69127 -1.20625 1.31834 0.60 -1.89 1.64
```
Positions in Å, forces in eV/Å.

Calculated values
Total charge   0
Molecular weight   103.24 g/mol
Electronic energy   -13724.1598 eV
Frontier orbital gap   0.37858 hartree
Energy above the lowest of the compared OMol25 structures with the same formula, charge and spin   2.955 eV
Spin multiplicity   1



Entry 2:
Entry from the Open Molecules 2025 dataset: a 2-piece molecular cluster, C4H12 overall (ωB97M-V/def2-TZVPD).

XYZ file:
```
16
Properties=species:S:1:pos:R:3:forces:R:3
C -0.53519 2.09654 1.28167 0.01 0.41 0.28
C -1.44564 0.88599 1.35507 0.44 -0.61 0.46
H -1.10540 3.02449 1.40151 0.03 -0.11 -0.12
H 0.21779 2.11377 2.07978 -0.08 -0.19 -0.22
H -0.02559 2.13889 0.31999 0.08 0.06 0.00
H -0.87965 -0.04850 1.20877 -0.21 0.30 -0.27
H -2.25393 0.95408 0.63869 -0.11 -0.13 -0.24
H -1.88740 0.75583 2.34096 -0.15 0.26 0.12
C 1.42052 -1.99464 -0.95616 -0.21 0.05 -0.21
C 0.56618 -0.98056 -1.71096 0.03 -0.21 0.50
H 2.10197 -1.48721 -0.27928 0.03 -0.08 0.23
H 0.76589 -2.67105 -0.40059 0.23 0.02 0.10
H 2.01806 -2.59289 -1.64063 0.07 -0.07 -0.03
H -0.04967 -1.49428 -2.44139 -0.14 0.11 -0.20
H 1.17727 -0.23044 -2.19732 0.08 0.12 -0.24
H -0.08522 -0.47001 -1.00010 -0.09 0.08 -0.15
```
Positions in Å, forces in eV/Å.

Calculated values
Total charge   0
Molecular weight   60.14 g/mol
Electronic energy   -4342.4931 eV
SMILES string   CC.CC
Frontier orbital gap   0.47424 hartree
Energy above the lowest of the compared OMol25 structures with the same formula, charge and spin   0.035 eV
Spin multiplicity   1



Entry 3:
Entry from the Open Molecules 2025 dataset: C25H24FeIN4O3S as an isolated structure at a distorted geometry (ωB97M-V/def2-TZVPD).

XYZ file:
```
59
Properties=species:S:1:pos:R:3:forces:R:3
Fe -0.87348 0.76568 0.43233 0.87 0.14 -1.29
C -2.36698 2.82848 -3.45337 -0.02 -0.14 -0.01
C -1.48328 3.68628 -2.61767 0.23 -0.64 0.75
N -1.30228 4.92538 -2.96067 -0.51 -0.04 -0.84
C -0.58118 5.76198 -2.22697 0.62 0.14 0.87
C 0.00462 5.39008 -1.03197 -0.08 0.41 -0.39
C 0.77212 6.41728 -0.23987 0.11 -0.28 0.39
O 0.87032 7.60388 -0.97877 0.01 0.23 -0.13
C -0.16098 4.06108 -0.58517 -0.33 -0.59 -0.36
C 0.32012 3.63238 0.69643 -0.02 0.30 -0.05
N 0.02802 2.47358 1.15993 -0.32 0.01 -0.43
C 0.31582 1.85878 2.36553 -0.08 -0.29 0.22
C 1.15932 2.22218 3.41033 -0.09 -0.14 -0.04
C 1.18202 1.39648 4.52253 0.00 0.16 -0.08
C 0.38402 0.26148 4.59103 -0.12 -0.13 -0.29
C -0.42778 -0.11422 3.52163 -0.34 -0.44 0.23
C -0.42868 0.66648 2.38873 0.44 0.69 0.55
I -3.22618 0.04408 0.75853 0.09 0.02 0.39
C -0.89518 3.13818 -1.40967 0.32 2.19 -0.49
O -1.05568 1.89918 -1.15117 -0.15 -2.07 0.89
H -2.60188 3.34358 -4.38007 0.00 0.00 0.01
H -3.29008 2.63598 -2.90447 -0.08 -0.10 -0.05
H -1.90368 1.86608 -3.66347 -0.02 -0.06 -0.04
H -0.48168 6.77028 -2.59807 0.04 0.02 0.04
H 1.77562 6.02008 -0.01847 -0.10 0.05 0.07
H 0.24882 6.59328 0.71293 0.12 -0.02 -0.03
H 1.29312 8.28648 -0.44697 -0.04 -0.11 -0.02
H 0.90022 4.33688 1.29573 -0.02 -0.12 0.04
H 1.77622 3.10798 3.37103 -0.01 0.08 -0.06
H 1.81522 1.64868 5.35863 0.06 0.04 0.08
H 0.39352 -0.34452 5.48433 -0.02 -0.07 0.04
H -1.04318 -0.99892 3.60563 -0.07 -0.02 0.02
C 2.77322 -0.06192 -0.07947 0.30 -0.17 0.08
O 1.56932 0.67788 -0.23837 -0.36 0.31 -0.20
H 3.62792 0.61798 -0.02837 -0.03 -0.10 0.02
H 2.91422 -0.75852 -0.90887 0.01 -0.05 0.09
H 2.70432 -0.61722 0.85423 -0.03 0.01 -0.04
H 1.59102 1.07668 -1.11497 -0.12 0.13 0.01
S 1.71132 -5.69022 -0.62227 -0.51 0.10 0.05
C 1.00572 -4.05412 -0.43127 0.35 -0.18 0.01
C 0.67072 -3.28932 -1.54027 -0.04 0.24 0.23
C 0.08102 -2.05242 -1.33007 0.02 -0.06 -0.43
N -0.15978 -1.55892 -0.12087 -0.27 0.84 0.28
C 0.17902 -2.29442 0.93273 0.04 -0.19 0.26
C 0.75882 -3.54712 0.83613 -0.02 0.24 -0.21
C 0.07192 -6.44092 -0.71887 0.47 -0.01 -0.03
C -0.65148 -6.70242 0.43353 -0.15 -0.14 -0.13
C -1.93788 -7.20582 0.27703 0.50 0.22 0.30
N -2.46888 -7.43452 -0.90437 -1.03 -0.40 -0.13
C -1.77218 -7.20482 -1.99647 0.49 0.18 -0.17
C -0.47658 -6.70172 -1.96197 -0.18 -0.13 0.05
H 0.87612 -3.63872 -2.53997 -0.06 -0.05 -0.07
H -0.21198 -1.43252 -2.16667 0.01 0.04 -0.08
H -0.01578 -1.85172 1.89563 0.01 -0.10 0.08
H 1.02072 -4.10812 1.72033 -0.01 -0.01 0.04
H -0.23508 -6.53402 1.41383 0.06 0.04 0.08
H -2.56128 -7.42792 1.13173 0.00 -0.01 0.14
H -2.26428 -7.42222 -2.93327 0.01 -0.02 -0.15
H 0.08302 -6.52742 -2.86717 0.04 0.04 -0.08
```
Positions in Å, forces in eV/Å.

Calculated values
Total charge   +1
Molecular weight   643.31 g/mol
Electronic energy   -91732.6190 eV
Frontier orbital gap (spin up / spin down)   0.19678 / 0.20885 hartree
Energy above the lowest of the compared OMol25 structures with the same formula, charge and spin   3.139 eV
Spin multiplicity   5



Entry 4:
Entry from the Open Molecules 2025 dataset: C4H5IN2S as an isolated structure at a distorted geometry (ωB97M-V/def2-TZVPD).

XYZ file:
```
13
Properties=species:S:1:pos:R:3:forces:R:3
C -0.85520 1.66836 0.88126 -2.51 2.17 -0.37
C -1.15192 0.93529 -0.26882 -1.03 0.88 1.79
C 0.44435 0.11496 0.94516 3.07 -4.61 -0.28
C -0.14501 -1.31946 -0.99552 -0.06 0.55 -1.20
N 0.12189 1.11465 1.62030 -0.23 2.53 1.01
N -0.33056 -0.12903 -0.15396 0.71 -1.82 -0.39
S 1.97282 -0.92036 1.46921 -1.80 1.22 -1.15
I 3.44948 -0.17510 -0.28369 -0.15 -0.12 0.30
H -1.37987 2.58434 1.25514 0.58 -1.02 -0.62
H -2.05846 0.97654 -0.87671 0.76 0.00 -0.08
H 0.72368 -1.74520 -0.55288 0.83 -0.63 -0.16
H -0.89689 -2.16950 -1.01317 0.23 1.67 0.23
H 0.10570 -0.93550 -2.02631 -0.39 -0.82 0.93
```
Positions in Å, forces in eV/Å.

Calculated values
Total charge   0
Molecular weight   240.07 g/mol
Electronic energy   -26144.2677 eV
Frontier orbital gap   0.28999 hartree
Energy above the lowest of the compared OMol25 structures with the same formula, charge and spin   0.000 eV
Spin multiplicity   1



Q: Which value of total charge does entry 2 give?
A: 0